Molecular formula: C4H33N2O12
Method: DFT, ωB97M-V with the def2-TZVPD basis set

XYZ file:
```
51
Properties=species:S:1:pos:R:3:forces:R:3
O -0.463387 1.643118 -0.125039 1.81 3.46 4.03
C -0.832577 0.573159 -0.540287 -0.96 -2.28 -2.29
N -1.530214 0.699398 -1.682022 -2.08 -3.10 -4.15
C -1.051454 -0.735237 0.249525 1.44 3.71 1.89
N -0.007406 -0.534627 1.406813 1.45 -3.86 -2.12
C 0.433288 -1.972958 1.898088 -0.21 1.19 1.31
C -2.394021 -0.799383 0.919685 -0.76 -3.53 -0.46
H -1.582421 1.614603 -2.093132 0.28 0.18 0.34
H -1.621776 -0.087945 -2.422987 0.20 1.63 2.11
H -0.768829 -1.581405 -0.320115 0.10 -0.82 -0.52
H 0.855207 -0.013496 1.026626 -1.38 -0.77 0.61
H -0.400740 -0.098399 2.192111 -0.69 1.22 1.27
H 0.254111 -2.637717 1.070950 0.72 -0.19 -0.36
H 1.475151 -1.889408 2.291337 -0.78 -0.27 -0.81
H -0.167312 -2.423197 2.753081 0.29 1.36 -1.01
H -3.219125 -0.463192 0.278293 0.28 -0.30 0.03
H -2.531063 -1.892425 1.266375 -0.34 1.34 -0.88
H -2.441050 -0.320896 1.840756 0.07 1.47 1.26
H -1.981454 -1.099388 -4.376220 0.51 -0.25 -0.66
H -1.012646 -2.011551 -3.528721 4.13 -2.80 -0.60
O -1.736867 -1.500318 -3.551043 -4.64 2.72 1.04
H 2.547975 -2.037864 -1.056004 0.49 0.19 0.04
H 3.458485 -2.864423 -2.131064 -1.19 0.52 0.70
O 2.546417 -2.562449 -1.890694 1.00 -0.73 -0.52
H 1.983425 2.249772 1.073116 -1.28 2.65 -2.45
H 2.566112 1.808096 2.243491 2.15 1.39 4.62
O 2.203723 1.475072 1.505639 -0.69 -3.92 -1.80
H 2.702711 2.156935 -1.340286 0.70 0.57 -0.09
H 2.042327 1.051618 -2.347633 0.10 1.49 2.45
O 1.995313 1.532220 -1.405509 -0.61 -1.87 -3.26
H 2.944986 -0.126224 0.468922 -0.77 -0.39 -0.41
H 2.178313 -0.013311 -0.833833 -0.22 0.67 0.24
O 2.282218 -0.617832 -0.074267 1.22 -0.94 0.46
H -2.531382 2.609352 2.681495 0.65 -0.61 -0.52
H -1.349261 2.369188 1.636884 -0.38 -0.65 0.58
O -1.812885 1.979929 2.430290 0.06 1.10 -0.01
H 1.598312 4.289503 -0.677791 0.25 -0.31 0.72
H 0.513753 3.371614 -0.221856 0.37 -0.66 0.45
O 1.409519 3.667804 0.053083 -0.64 1.23 -0.91
H 0.989375 -3.499914 -1.759513 7.38 3.30 0.00
H 0.309653 -4.766790 -1.410236 0.00 0.34 -0.16
O 0.217863 -3.873881 -1.765479 -7.66 -3.75 0.11
H 2.849197 -0.344861 -4.067832 0.83 -0.16 -1.00
H 2.192417 -1.195490 -2.967787 0.14 -1.46 0.58
O 2.250934 -0.332106 -3.346404 -0.99 1.76 -0.03
H -1.532835 0.709967 3.722927 -0.18 0.70 -0.68
H -0.823188 0.051474 4.848280 0.40 -0.18 1.09
O -0.963516 -0.036417 3.920604 -0.12 -0.60 -0.04
H -3.986662 3.497273 1.155989 -0.24 1.74 -0.16
H -3.845490 2.166746 1.223968 0.71 -2.67 -0.72
O -4.213223 2.816266 1.777424 -0.92 1.14 0.71
```
Positions in Å, forces in eV/Å.

Multiplicity: 2
Strongest force on any atom in eV/A: 8.53
LUMO level (spin up / spin down) in eV: 0.226 / 0.061
E_HOMO (spin up / spin down) in eV: -2.23 / -8.38
⟨S²⟩: 0.75

Atom charges from the natural (NBO) analysis, given in e for atoms 1 to 6: number 1, O, carries -0.87; number 2, C, carries 0.48; number 3, N, carries -0.94; number 4, C, carries -0.11; number 5, N, carries -0.60; number 6, C, carries -0.42